No. 1
Below is a structure of composition C36H36N6O5RhS2Te, with properties calculated with wB97M-V/def2-TZVPD.

Energy, Ha: -3273.22223
Expectation value of S²: 0.76
Highest occupied orbital energy (spin up / spin down), Eh: -0.0469 / -0.0772
ΔE to the lowest compared entry with this formula, charge and spin, kJ/mol: 89.3

```
! RIJCOSX wB97M-V def2-TZVPD def2/J DEFGRID3
* xyz -2 2
Te -1.3797 -0.0137 -0.2963
Rh 1.5857 -2.2855 -0.3280
S 1.6037 -1.9512 1.9544
S 1.7027 0.3145 -2.4166
O 2.5846 0.8988 1.1027
O 2.9015 -0.0021 -3.1584
O 0.4405 -0.0647 -2.9911
O -2.5062 -2.2061 -1.4509
O 1.7028 -2.7900 -2.3242
N 1.8142 -0.1163 -0.8404
N 4.1789 -2.2229 1.1285
N 1.4295 -5.3090 0.3717
N 3.8554 -1.8109 3.3459
N -0.4649 -2.0047 -0.4756
N 3.5917 -2.4354 -0.1178
C -3.0498 1.5333 -0.1342
C 3.3190 -2.0125 2.0730
C -0.7177 -0.5713 6.0649
C 5.2077 -2.9788 -3.3344
C -3.7704 3.7754 -0.6884
C -5.7958 4.8416 0.3723
C -4.1753 1.4083 0.6891
C -2.8786 2.7155 -0.8643
C -1.0475 -4.0533 -1.7165
C 1.6796 3.1147 -3.0173
C -0.6469 0.7617 3.9271
C -2.4378 -2.5003 1.8119
C 2.1846 2.2358 -0.8264
C -1.5450 -1.4353 3.8529
C 1.7781 2.0619 -2.1263
C 1.4698 -4.1866 0.0964
C -1.7521 -1.3371 2.4798
C -0.8380 0.9081 2.5577
C 1.9823 4.3815 -2.5342
C -0.9708 -0.4134 4.5884
C 4.4185 -2.5967 -1.0822
C -1.7296 2.9240 -1.8279
C -1.3451 -2.6606 -1.1967
C 2.7892 -2.8779 -3.0094
C -4.4876 0.1180 1.4022
C 2.6756 -3.0625 -4.4154
C 3.7754 -3.1978 -5.2232
C 2.2397 0.9232 -0.0689
C 2.4004 4.5687 -1.2126
C -1.3624 -0.1637 1.8211
C -5.0465 2.4825 0.8451
C -0.4841 2.2336 1.9377
C 2.5098 3.4910 -0.3436
C -4.8483 3.6856 0.1782
C 4.1085 -2.8340 -2.4766
C 5.0727 -3.1633 -4.6919
H -0.1965 -4.0184 -2.3947
H -6.7689 4.6446 -0.0857
H -0.3879 -1.5859 6.2938
H 4.8320 -1.5590 3.2891
H -1.9314 -4.4251 -2.2303
H 3.3166 -1.1390 3.8724
H -5.9080 2.3728 1.5003
H -0.1989 1.5810 4.4817
H 6.2005 -2.9328 -2.8961
H 2.8351 3.5983 0.6835
H -1.8212 -2.3614 4.3490
H -0.0463 2.1155 0.9453
H -3.6114 4.6958 -1.2459
H 1.3650 2.9548 -4.0404
H -1.7510 -3.3444 1.7153
H -5.3964 5.7527 -0.0754
H -1.3759 2.8565 1.8199
H -2.0242 3.6208 -2.6158
H 0.2351 2.7633 2.5635
H -4.1766 -0.7355 0.7999
H -5.5602 0.0395 1.5914
H -1.6219 -0.3777 6.6491
H -2.8026 -2.2633 0.8157
H 1.9019 5.2382 -3.1931
H -3.9641 0.0473 2.3590
H 0.0524 0.1223 6.4057
H 1.6709 -3.0666 -4.8187
H 5.4719 -2.5514 -0.8066
H -0.8584 3.3474 -1.3174
H -1.3958 2.0018 -2.3022
H 5.9421 -3.2653 -5.3288
H -0.7770 -4.7170 -0.8951
H 2.6464 5.5666 -0.8690
H 3.6370 -3.3184 -6.2929
H -3.2851 -2.8128 2.4293
H -5.9692 5.0346 1.4333
*
```

***

No. 2
Below is a structure of composition C9H5NNiO4S at a distorted geometry, with properties calculated with wB97M-V/def2-TZVPD.

Energy, Ha: -2607.44321
Expectation value of S²: 2.02
Highest occupied orbital energy (spin up / spin down), Eh: -0.6049 / -0.6602

```
! RIJCOSX wB97M-V def2-TZVPD def2/J DEFGRID3
* xyz 2 3
Ni -0.5108 -0.5517 -0.0971
S 0.0734 -0.1331 1.9890
O -0.4043 0.0703 -2.9159
O -2.4780 1.5911 0.1318
O 1.4660 -2.6363 -0.6172
O 3.6073 2.9125 1.2453
N -2.2121 -0.4327 3.2839
C -1.3372 -2.4443 2.3427
C 0.6759 -1.8314 -0.3722
C -2.5984 -3.0256 2.4314
C -3.4505 -0.9999 3.4434
C -0.6988 -0.4318 -1.9083
C -3.6690 -2.2631 2.9350
C -1.2280 -1.0785 2.5672
C -1.7540 0.7342 -0.0952
C 3.3208 2.6502 0.1625
H -0.4769 -2.9363 1.8730
H -4.6673 -2.6884 2.9926
H -4.2128 -0.3793 3.9097
H -2.0912 0.5628 3.4832
H -2.7554 -4.0489 2.0938
*
```

***

No. 3
Below is a cluster of 16 separate species, C58H160N20O19 in total at a distorted geometry, with properties calculated with wB97M-V/def2-TZVPD.

Energy, Ha: -4829.96305
Highest occupied orbital energy, Eh: -0.2974
ΔE to the lowest compared entry with this formula, charge and spin, kJ/mol: 556.0

```
! RIJCOSX wB97M-V def2-TZVPD def2/J DEFGRID3
* xyz 0 1
O 15.4825 6.4710 -9.1853
O 24.7942 6.6309 -11.3626
O 19.1812 9.8334 -8.7796
O 21.4570 11.4863 -0.2282
O 14.1548 9.4662 -13.0715
O 15.0517 14.1074 -8.8048
O 17.2462 10.6382 -2.9248
O 19.2663 14.7654 -9.0354
O 22.7481 13.9412 -10.0613
O 20.2794 11.9860 -5.5100
O 18.4804 15.8599 -3.7150
O 17.8631 2.0071 -10.9019
O 23.0069 10.8407 -16.1385
O 12.0650 10.4392 -7.9828
O 17.6980 3.6550 -5.5777
O 12.5841 8.6030 -1.9245
O 22.6192 7.1135 -3.5496
O 18.1861 11.2950 -13.8211
O 14.0767 19.9729 -2.9395
N 15.3825 4.0831 -3.8330
N 18.7031 12.0098 -11.8271
N 22.0156 7.6656 -16.8477
N 11.8000 9.3707 -10.8675
N 23.4153 15.3994 -6.8276
N 18.2206 15.4277 -10.8975
N 20.4002 15.7534 -10.7406
N 20.3138 13.9953 -6.4697
N 16.0863 16.8104 -3.8051
N 14.1443 8.2128 -8.9149
N 14.3039 7.3705 -10.8076
N 24.4319 7.4168 -8.5501
N 10.6419 8.7811 1.2160
N 19.0315 13.3314 -13.4559
N 19.9492 12.2958 -7.7027
N 14.0851 15.2723 -5.5200
N 19.3594 9.3600 -1.9016
N 18.5026 9.4292 -5.5539
N 24.7734 8.3270 -5.2319
N 20.4928 2.3404 -9.5059
C 18.2574 3.0836 -10.0761
C 16.8456 2.2848 -11.8255
C 12.9341 10.2785 -13.0162
C 19.0480 3.9413 -5.9469
C 21.3003 10.9962 -1.5944
C 14.9515 17.8178 -3.7984
C 12.1425 10.2098 -6.5389
C 17.6745 9.3019 -6.6947
C 21.5870 10.8353 -15.9043
C 12.5430 7.9373 -3.2172
C 11.1448 10.4800 -10.2598
C 15.0550 9.9854 -12.1244
C 23.5858 7.1263 -10.8319
C 11.7406 9.3976 -12.3174
C 11.4788 8.4250 -1.1201
C 22.7796 12.5952 -10.4407
C 17.2339 12.0845 -3.0628
C 20.7888 9.4819 -1.5913
C 22.5658 11.0764 0.5141
C 15.0855 14.1808 -7.4323
C 22.4203 7.8883 -4.6801
C 18.4229 8.9037 -7.9633
C 14.8245 6.1982 -5.1083
C 19.0792 14.6959 -3.2003
C 15.4489 12.9000 -9.2878
C 23.4928 14.2323 -8.8976
C 17.8897 15.7818 -4.9638
C 24.6805 9.3416 -9.8721
C 14.2246 20.0540 -1.5790
C 13.9721 15.2274 -6.9634
C 19.3295 15.3335 -10.1547
C 14.6576 7.2358 -9.5972
C 16.8038 10.5906 -6.7998
C 18.5052 10.0482 -0.9261
C 15.1728 19.3586 -3.6719
C 24.4154 7.2911 -16.3671
C 23.8684 8.1199 -9.6494
C 23.2042 8.2691 -16.1803
C 14.4431 16.5004 -7.5495
C 23.5042 9.7048 -16.8726
C 16.9937 4.9277 -5.5597
C 21.9319 5.8310 -3.5432
C 19.7326 3.4804 -9.9794
C 22.9635 15.4542 -8.1648
C 20.2188 12.7008 -6.4608
C 24.6341 5.7860 -12.4883
C 11.5744 9.2047 0.1919
C 20.0543 9.1673 -9.7210
C 20.4536 4.0930 -11.1919
C 23.3171 9.9501 -5.9311
C 15.4680 4.7994 -5.1439
C 12.8931 9.1014 1.0203
C 17.0740 17.1010 -4.7408
C 23.3431 16.6591 -9.0085
C 23.5046 8.9633 -4.8652
C 17.1315 10.1456 -1.5941
C 10.8763 10.0852 -8.7734
C 18.6570 12.1356 -13.1196
H 16.0031 10.5141 -7.5353
H 22.8672 7.6006 -11.5004
H 22.0847 5.4297 -2.5414
H 21.8735 15.4453 -8.1730
H 18.9770 13.5250 -14.4457
H 15.0597 6.6969 -6.0485
H 20.0927 14.9109 -2.8618
H 23.5286 9.4392 -3.8848
H 15.3020 19.7561 -4.6786
H 14.9828 4.0770 -5.8003
H 17.3654 11.4940 -7.0378
H 22.1252 11.1388 -2.2924
H 17.1466 8.4707 -6.2271
H 15.3937 10.9412 -12.5242
H 22.3616 7.3200 -5.6084
H 20.5199 11.6573 -1.9714
H 20.1786 9.9508 -10.4685
H 24.2864 6.3087 -16.8214
H 22.2676 11.5320 1.4584
H 10.9878 9.3154 2.0002
H 16.2710 10.7630 -5.8646
H 21.6894 6.8965 -16.2800
H 22.6143 9.9890 0.5716
H 19.6894 13.8455 -12.8877
H 13.9078 8.2148 -11.1954
H 24.4066 9.9780 -9.0306
H 23.7754 12.2274 -10.6880
H 12.5453 10.4323 -14.0228
H 13.1459 10.1365 -6.1196
H 21.2118 10.0152 -15.2922
H 16.8044 1.3853 -12.4396
H 19.4909 4.4420 -5.0859
H 15.6678 4.7141 -3.0977
H 15.5485 13.0716 -10.3596
H 19.1322 9.6972 -2.8261
H 21.0588 10.7745 -16.8558
H 19.2729 4.5969 -6.7881
H 19.7030 4.2176 -9.1770
H 19.9881 2.0669 -8.6749
H 13.0454 14.8632 -7.4069
H 19.8942 3.6832 -12.0328
H 13.2289 20.3463 -1.2456
H 24.4180 16.8338 -9.0528
H 21.2633 15.7633 -10.2161
H 21.3942 8.7911 -2.1782
H 22.4083 5.0621 -4.1514
H 16.4746 12.7200 -8.9659
H 16.0063 3.3011 -3.9724
H 24.5566 9.9605 -16.9961
H 18.6636 11.0898 -11.4123
H 23.2566 14.4837 -6.4321
H 17.2562 14.9100 -5.1270
H 15.4448 16.8764 -7.3416
H 22.9921 6.2931 -10.4558
H 17.6209 17.9699 -4.3746
H 14.7853 12.0538 -9.1095
H 18.7869 15.9609 -5.5563
H 23.0400 9.6331 -6.9365
H 16.4484 10.7305 -0.9782
H 23.1369 9.7796 -17.8961
H 17.7094 8.3991 -8.6148
H 10.1810 10.8324 -8.3910
H 13.3954 8.2051 -3.8416
H 11.5289 11.0331 -6.1731
H 23.0798 16.6781 -10.0660
H 19.7408 12.9755 -8.4201
H 14.4956 8.2764 -7.9702
H 24.7031 7.9033 -6.1460
H 16.5138 16.9710 -2.9043
H 15.9907 9.4549 -12.3014
H 20.3101 16.3925 -11.5175
H 17.3746 15.0219 -10.5236
H 14.2999 16.4808 -8.6299
H 14.1651 17.3520 -3.2044
H 23.0800 8.4131 -15.1070
H 21.4031 11.7664 -15.3682
H 21.5576 8.5276 -4.4926
H 22.8281 8.3739 -9.4462
H 22.2003 12.4487 -11.3523
H 20.3894 5.1811 -11.1983
H 17.8971 2.9088 -9.0623
H 20.8919 9.0795 -0.5836
H 19.6404 8.2976 -10.2312
H 16.8662 3.2297 -12.3685
H 19.0393 8.0350 -7.7318
H 14.8791 9.8172 -11.0620
H 23.5373 11.3292 0.0894
H 21.2793 8.3169 -17.0796
H 24.2497 10.4804 -6.1238
H 14.5018 17.7042 -4.7848
H 18.8040 12.8806 -11.3255
H 22.8144 17.4332 -8.4522
H 12.8306 9.7940 1.8597
H 13.7414 6.0888 -5.0532
H 23.4934 13.3252 -8.2931
H 23.0987 16.0855 -6.1574
H 16.0738 14.5867 -7.2164
H 18.2710 9.3222 -0.1475
H 14.1987 14.2943 -5.2950
H 23.6054 5.8164 -12.8474
H 17.8127 4.0316 -10.3790
H 16.9875 12.6846 -3.9387
H 20.1334 14.4895 -7.3319
H 21.0700 9.1348 -9.3268
H 20.4791 1.5865 -10.1779
H 19.5045 2.9691 -6.1330
H 24.9634 7.1633 -15.4336
H 25.3362 6.0879 -13.2655
H 20.8462 5.7943 -3.6320
H 10.7134 9.6169 -12.6086
H 11.3397 7.3558 -0.9602
H 25.0850 7.7082 -17.1192
H 25.3418 7.2438 -8.9530
H 24.3011 9.7505 -10.8086
H 18.8418 11.0554 -0.6802
H 12.5627 6.8595 -3.0563
H 11.5618 9.3267 -6.2725
H 16.6526 12.5044 -2.2418
H 17.0887 5.3745 -6.5494
H 11.6169 11.4594 -10.3364
H 15.0021 20.7898 -1.3741
H 18.2600 12.2973 -2.7628
H 15.1447 6.8764 -4.3174
H 10.6895 9.0394 -8.5294
H 13.0840 8.1184 1.4507
H 19.5569 11.4128 -7.9969
H 9.7242 9.0708 0.9094
H 16.6563 9.1649 -1.6170
H 25.7575 9.1866 -9.9358
H 13.8125 9.3242 0.4790
H 22.3155 12.0807 -9.5994
H 14.7656 15.8296 -5.0235
H 12.0320 8.3841 -12.5930
H 11.2807 8.5694 -10.5383
H 21.5085 3.8534 -11.3259
H 17.3675 5.7534 -4.9541
H 24.9758 7.6065 -4.5536
H 18.5077 14.3755 -2.3291
H 13.8088 17.3020 -7.1712
H 18.9853 10.3161 -5.5299
H 13.4968 8.8448 -9.3638
H 22.4887 10.5902 -5.6275
H 13.0415 11.2669 -12.5694
H 20.5499 14.4393 -5.5938
H 11.6822 8.3359 -3.7543
H 14.4954 19.0704 -1.1952
H 15.8796 2.2692 -11.3207
H 11.4952 10.2449 -0.1241
H 16.6900 17.3905 -5.7190
H 24.8241 4.7460 -12.2229
H 10.5890 8.8086 -1.6192
H 10.1985 10.6947 -10.7563
H 24.4779 14.4274 -9.3213
H 14.9789 13.2325 -6.9056
H 24.6745 8.2588 -8.0478
H 16.1491 19.6153 -3.2607
H 14.7486 6.8114 -11.5215
H 18.3654 15.7555 -11.8418
H 17.8494 9.5413 -4.7918
H 19.2467 13.9547 -3.9818
*
```

***

No. 4
Below is a cluster of 2 separate species, C6H14NS in total at a distorted geometry, with properties calculated with wB97M-V/def2-TZVPD.

Energy, Ha: -689.80864
Highest occupied orbital energy, Eh: -0.1007
ΔE to the lowest compared entry with this formula, charge and spin, kJ/mol: 437.6

```
! RIJCOSX wB97M-V def2-TZVPD def2/J DEFGRID3
* xyz -1 1
S 3.4343 0.4201 0.1960
N -1.2099 0.1481 0.6717
C -1.9994 -1.7041 -1.3197
C 2.1842 -0.8587 -0.0276
C -0.3017 0.9704 -0.0489
C 1.1186 -0.8432 1.0799
C 0.4590 0.5548 1.2246
C -0.7415 2.3831 -0.2084
H 1.6473 -0.6887 -1.0506
H 1.6438 -1.0380 2.0240
H 0.1472 0.5784 -0.9197
H -2.7972 -2.3328 -1.8582
H 0.3421 -1.6106 0.8799
H -1.0291 -1.9533 -1.6518
H -2.1005 -0.6422 -1.5167
H -1.4522 2.6302 0.5737
H -2.1223 -1.8091 -0.1675
H 0.1579 3.0656 -0.1748
H 1.2758 1.3429 1.2639
H 2.6411 -1.8242 -0.0841
H -1.2890 2.5180 -1.0826
H -0.0085 0.6933 2.1971
*
```

***

- What is the energy in the first record?
  -3273.22223 Ha